Record 1
Computed, not measured: a single C4H6N2O2 molecule in a non-equilibrium geometry, with ωB97M-V with the def2-TZVPD basis set.

Calculated values
* relative energy (zero: lowest compared OMol25 entry of this formula, charge and spin): 314.1 kJ/mol
* highest occupied orbital energy: -9.87 eV
* largest force on an atom: 0.082 hartree/bohr
* gap between HOMO and LUMO: 0.3780 Eh

Cartesian coordinates (Å):
O -1.2408 -2.2750 -2.3431
C -1.1858 -1.6215 -1.2947
N -0.0827 -0.8066 -0.9053
N -0.2064 -0.2416 0.3283
C -0.4022 1.2166 0.1855
C 0.6320 1.4416 1.1748
O 1.2058 2.4173 1.5526
C 1.0079 -0.0536 1.1525
H -1.9261 -1.5798 -0.5309
H 0.7073 -0.6573 -1.4704
H 0.0009 1.6941 -0.7600
H -1.3943 1.5379 0.3136
H 1.0506 -0.6239 2.0755
H 1.8338 -0.4480 0.5215


Record 2
Computed, not measured: a single C4H6N2O2 molecule in a non-equilibrium geometry, with ωB97M-V with the def2-TZVPD basis set.

Calculated values
* relative energy (zero: lowest compared OMol25 entry of this formula, charge and spin): 414.8 kJ/mol
* highest occupied orbital energy: -8.29 eV
* largest force on an atom: 0.157 hartree/bohr
* gap between HOMO and LUMO: 0.3295 Eh

Cartesian coordinates (Å):
H -1.8622 -2.7512 -0.0216
N -0.7853 -2.7859 -0.1139
C -0.0928 -1.7630 -0.1405
N -0.5408 -0.3581 -0.3546
C 0.6847 0.3816 -0.4168
O 0.4692 1.6229 -0.7313
C -0.3564 1.9299 0.4475
C 1.6539 -0.4349 -0.1412
O 1.2526 -1.6887 0.2348
H -1.4259 -0.2091 -0.9203
H -0.5822 3.1799 0.4203
H 0.1661 1.6530 1.3210
H -1.2387 1.4830 0.6033
H 2.6577 -0.2593 -0.1867


Record 3
Computed, not measured: a molecular structure, C4H6N2O2 in a non-equilibrium geometry, with ωB97M-V with the def2-TZVPD basis set.

Calculated values
* relative energy (zero: lowest compared OMol25 entry of this formula, charge and spin): 446.6 kJ/mol
* highest occupied orbital energy: -9.70 eV
* largest force on an atom: 0.113 hartree/bohr
* gap between HOMO and LUMO: 0.3570 Eh

Cartesian coordinates (Å):
C -0.6396 0.6881 0.4807
C 0.7938 0.2805 0.1827
C 0.9770 -1.1857 0.2258
C 0.8800 -1.0905 -1.3074
H -2.4748 1.3184 -0.3939
H -0.4508 2.0446 -0.7876
H -2.0653 0.2667 2.0117
H 1.6069 0.6491 0.6967
H 0.1591 -1.6464 0.6339
H 1.8853 -1.6290 0.6263
N -1.2981 1.8159 -0.0469
N -1.2355 -0.1038 1.3201
O 0.6508 -1.7398 -2.3056
O 1.2110 0.3319 -1.3365


Record 4
Computed, not measured: a single C4H6N2O2 molecule in a non-equilibrium geometry, with ωB97M-V with the def2-TZVPD basis set.

Calculated values
* relative energy (zero: lowest compared OMol25 entry of this formula, charge and spin): 465.0 kJ/mol
* highest occupied orbital energy: -9.59 eV
* largest force on an atom: 0.074 hartree/bohr
* gap between HOMO and LUMO: 0.3826 Eh

Cartesian coordinates (Å):
C -1.7768 1.3732 -0.0341
N -1.2224 0.0281 -0.2085
C -1.3497 -1.3328 -0.2156
O -2.0724 -2.1954 -0.6253
C -0.1017 -0.7308 0.3737
C 1.2713 -0.5258 -0.2711
N 2.3334 -0.3174 0.4343
O 3.4510 -0.0112 -0.2147
H -0.9645 1.9937 0.0166
H -2.5402 1.5887 -0.8280
H -2.2705 1.5829 0.8570
H -0.0432 -0.7244 1.5331
H 1.2016 -0.7548 -1.3240
H 4.0840 0.0260 0.5065


Record 5
Computed, not measured: a single C4H6N2O2 molecule in a non-equilibrium geometry, with ωB97M-V with the def2-TZVPD basis set.

Calculated values
* relative energy (zero: lowest compared OMol25 entry of this formula, charge and spin): 409.4 kJ/mol
* highest occupied orbital energy: -9.36 eV
* largest force on an atom: 0.133 hartree/bohr
* gap between HOMO and LUMO: 0.3681 Eh

Cartesian coordinates (Å):
C 1.1628 0.7933 -1.7135
C 0.3860 0.0093 -0.7063
N 0.8280 -1.0698 -0.0062
N 0.0585 -1.6534 1.0780
C -0.6695 -0.4819 1.4346
C -1.4875 0.4137 0.3662
O -2.6445 0.8853 0.3978
O -0.9106 0.3673 -0.8260
H 2.1195 0.2572 -2.0503
H 1.6501 1.8179 -1.4914
H 0.4515 1.0404 -2.6502
H 0.7251 -1.9006 1.8485
H -1.4754 -0.6175 2.2592
H -0.1941 0.1389 2.0594


Record 6
Computed, not measured: a single C4H6N2O2 molecule in a non-equilibrium geometry, with ωB97M-V with the def2-TZVPD basis set.

Calculated values
* relative energy (zero: lowest compared OMol25 entry of this formula, charge and spin): 631.4 kJ/mol
* highest occupied orbital energy: -8.60 eV
* largest force on an atom: 0.106 hartree/bohr
* gap between HOMO and LUMO: 0.3482 Eh

Cartesian coordinates (Å):
H -0.2035 2.9032 -0.1006
N 0.3535 2.0862 0.1884
C -0.1544 0.9011 0.0070
N -1.5065 0.5459 -0.3991
O -1.9633 -0.6084 0.1411
C -0.7571 -1.4939 0.0480
C 0.5658 -0.3327 -0.0435
C 1.9567 -0.4494 -0.6469
O 1.6500 -0.4562 0.7371
H -2.3834 1.1372 -0.0336
H -0.6606 -2.1245 0.9706
H -0.9635 -2.3220 -0.8203
H 2.7730 0.2711 -0.8213
H 2.3486 -1.5230 -0.9337


Record 7
Computed, not measured: a molecular structure, C4H6N2O3 in a non-equilibrium geometry, with ωB97M-V with the def2-TZVPD basis set.

Calculated values
* relative energy (zero: lowest compared OMol25 entry of this formula, charge and spin): 500.7 kJ/mol
* highest occupied orbital energy: -8.69 eV
* largest force on an atom: 0.117 hartree/bohr
* gap between HOMO and LUMO: 0.3183 Eh

Cartesian coordinates (Å):
C -1.7765 0.9390 -0.1257
C 0.5875 -0.1802 -0.0722
C -1.4022 -0.3821 0.1565
C 1.1874 -1.3448 0.0135
N -1.7307 1.9344 0.6041
N 1.1668 1.0875 -0.0104
O 0.6544 -2.5982 0.1090
O 2.5983 -1.4203 -0.0801
O -1.7538 -1.5125 0.2354
H -1.8592 0.9902 -1.3426
H -2.0264 2.8325 0.0609
H 0.7057 1.6109 0.7396
H 3.0692 -0.7684 0.4499
H 0.9492 1.5754 -0.8401
H -0.3698 -2.7636 0.1023


Record 8
Computed, not measured: a single C4H6N2O3 molecule in a non-equilibrium geometry, with ωB97M-V with the def2-TZVPD basis set.

Calculated values
* relative energy (zero: lowest compared OMol25 entry of this formula, charge and spin): 367.0 kJ/mol
* highest occupied orbital energy: -8.67 eV
* largest force on an atom: 0.095 hartree/bohr
* gap between HOMO and LUMO: 0.3345 Eh

Cartesian coordinates (Å):
N -1.6159 2.0064 -0.0752
C -0.9502 0.7174 -0.0683
N 0.4274 0.8183 0.0670
C 0.7991 -0.4647 0.0203
C 2.2055 -0.8563 0.0793
O 2.8617 0.4001 -0.0203
O -0.2763 -1.3702 -0.0353
C -1.4649 -0.5262 -0.2150
O -2.4343 -1.4440 0.1971
H -2.6423 1.7200 0.1683
H -1.2726 2.6060 0.8190
H 2.4830 -1.2603 1.1110
H 2.3225 -1.5500 -0.7657
H 2.4212 1.0458 -0.6472
H -2.8640 -1.8424 -0.6350


Record 9
Computed, not measured: a single C4H6N2O3 molecule in a non-equilibrium geometry, with ωB97M-V with the def2-TZVPD basis set.

Calculated values
* relative energy (zero: lowest compared OMol25 entry of this formula, charge and spin): 516.7 kJ/mol
* highest occupied orbital energy: -9.11 eV
* largest force on an atom: 0.035 hartree/bohr
* gap between HOMO and LUMO: 0.3494 Eh

Cartesian coordinates (Å):
C 0.1624 2.0525 0.1982
C 0.3202 0.5724 0.0812
C -0.6041 -0.5149 0.1266
C -2.1037 -0.4924 0.3456
O -2.6579 0.4189 -0.5529
N 0.0108 -1.6600 0.0282
O 1.3382 -1.3749 -0.0689
N 1.5153 0.0112 -0.0548
O 2.6475 0.4298 -0.1617
H 0.7474 2.5304 -0.6201
H -0.8893 2.3027 0.0943
H 0.5208 2.4231 1.1741
H -2.4540 -1.5460 0.1755
H -2.2828 -0.2630 1.4125
H -3.5956 0.5984 -0.2912


Record 10
Computed, not measured: a single C4H6N2O4 molecule in a non-equilibrium geometry, with ωB97M-V with the def2-TZVPD basis set.

Calculated values
* relative energy (zero: lowest compared OMol25 entry of this formula, charge and spin): 392.1 kJ/mol
* highest occupied orbital energy (spin up / spin down): -8.15 / -6.47 eV
* largest force on an atom: 0.060 hartree/bohr
* gap between HOMO and LUMO (spin up / spin down): 0.3177 / 0.2277 Eh

Cartesian coordinates (Å):
C -0.2087 -0.9858 1.0438
C 1.2570 -1.0347 -1.0186
C -1.8988 0.0659 -0.2929
C 0.7836 1.0834 0.1236
N -1.4935 -0.7097 0.7896
N 0.6497 -0.2838 -0.0018
O 0.2534 -1.6017 1.9963
O 2.2700 -0.5904 -1.7494
O 0.0445 1.7581 1.0463
O 1.5221 1.7119 -0.6104
H 0.7020 -1.9840 -1.3234
H -2.8834 0.3869 -0.2435
H -1.4921 0.0297 -1.2409
H -2.0808 -0.9041 1.6068
H 0.3325 2.6477 1.3217
H 2.2425 0.4106 -1.4471


Record 11
Computed, not measured: a single C4H6N2OS molecule in a non-equilibrium geometry, with ωB97M-V with the def2-TZVPD basis set.

Calculated values
* relative energy (zero: lowest compared OMol25 entry of this formula, charge and spin): 638.4 kJ/mol
* highest occupied orbital energy: -8.74 eV
* largest force on an atom: 0.066 hartree/bohr
* gap between HOMO and LUMO: 0.3003 Eh

Cartesian coordinates (Å):
C 2.4913 -0.9965 -1.3597
C -1.4989 0.6040 0.1100
C -2.4521 -0.5378 0.4664
C -0.0835 0.2852 0.2400
N 2.1279 1.1321 -0.0485
N 0.7509 1.2353 -0.0481
O -1.9736 1.6985 -0.2182
S 3.1593 -0.3551 -0.0679
H 2.9362 -1.7892 -1.9100
H -3.4442 -0.2388 0.1633
H -2.5460 -0.7776 1.5652
H -2.0149 -1.4268 -0.1031
H 0.0945 -0.7309 0.7297
H 2.4532 1.8975 0.4806


Record 12
Computed, not measured: a single C4H6N2OS molecule in a non-equilibrium geometry, with ωB97M-V with the def2-TZVPD basis set.

Calculated values
* relative energy (zero: lowest compared OMol25 entry of this formula, charge and spin): 481.4 kJ/mol
* highest occupied orbital energy: -8.46 eV
* largest force on an atom: 0.076 hartree/bohr
* gap between HOMO and LUMO: 0.3293 Eh

Cartesian coordinates (Å):
C 0.7134 0.9655 1.8390
C -0.0421 0.2272 0.6663
N -1.2804 -0.0579 0.8492
S -2.3056 -0.7970 -0.1384
N -1.4287 -0.9531 -1.7155
C -0.0850 -0.9511 -1.6184
O 0.5833 0.3047 -1.8025
C 0.8319 0.0226 -0.4487
H 0.1079 0.8906 2.6861
H 0.7969 2.0838 1.6565
H 1.6487 0.4784 2.0297
H -1.6995 -0.1421 -2.1958
H 0.2921 -1.9396 -1.7724
H 1.8671 -0.1320 -0.0353


Computed values of E_tot (unit: Ha) for the preceding records, in sequence: -415.9210, -415.8826, -415.8705, -415.8635, -415.8847, -415.8001, -491.1102, -491.1611, -491.1041, -566.3896, -738.7615, -738.8213.
Computed values of M (unit: g mol⁻¹) for the preceding records, in sequence: 114.1, 114.1, 114.1, 114.1, 114.1, 114.1, 130.1, 130.1, 130.1, 146.1, 130.2, 130.2.